[1]
Molecular formula: C16H49FeO9
Method: DFT, ωB97M-V/def2-TZVPD

HOMO-LUMO gap (spin up / spin down) ... 9.1 / 8.8 eV
DFT total energy ... -2579.6453 Eh
Max |F| ... 1.77 eV/A
Molar mass ... 441.40 g/mol
Lowest unoccupied orbital energy (spin up / spin down) ... -2.8 / -3.1 eV
Relative energy (zero: lowest compared OMol25 entry of this formula, charge and spin) ... 0.673 eV

```
! RIJCOSX wB97M-V def2-TZVPD def2/J DEFGRID3
* xyz 1 5
Fe 0.327 0.933 -1.962
O 0.269 -0.168 -0.255
H 0.173 -1.102 -0.451
C -2.817 -1.819 -3.320
C -1.865 -1.359 -2.242
O -0.702 -0.736 -2.815
H -3.142 -1.016 -3.986
H -3.733 -2.304 -2.983
H -2.357 -2.569 -3.979
H -1.608 -2.215 -1.612
H -2.378 -0.636 -1.610
H -0.354 -1.399 -3.426
C -2.084 -1.922 1.878
C -1.806 -3.045 2.855
O -1.771 -4.338 2.244
H -2.703 -2.260 1.041
H -1.173 -1.581 1.377
H -2.513 -1.031 2.330
H -2.534 -3.036 3.671
H -0.802 -2.963 3.276
H -2.637 -4.739 2.136
C -2.246 4.337 -1.431
C -2.379 2.959 -2.021
O -1.390 2.046 -1.516
H -3.104 4.937 -1.739
H -1.320 4.847 -1.695
H -2.270 4.312 -0.337
H -2.297 2.993 -3.109
H -3.368 2.529 -1.845
H -1.607 1.835 -0.562
C 1.836 4.581 -1.931
C 1.520 3.903 -0.612
O 1.514 2.496 -0.795
H 2.722 4.142 -2.401
H 2.080 5.635 -1.793
H 1.038 4.509 -2.673
H 0.533 4.238 -0.271
H 2.201 4.281 0.153
H 1.840 2.050 0.021
C 3.540 -1.732 -2.990
C 3.050 -0.942 -1.793
O 2.295 0.247 -2.184
H 4.179 -1.109 -3.619
H 2.681 -1.937 -3.634
H 4.010 -2.644 -2.637
H 3.822 -0.658 -1.080
H 2.283 -1.508 -1.264
H 2.910 0.898 -2.548
C -2.630 2.728 2.480
C -1.396 1.991 1.996
O -1.765 1.131 0.938
H -3.452 2.057 2.740
H -3.038 3.327 1.660
H -2.412 3.369 3.332
H -0.851 1.518 2.818
H -0.672 2.760 1.682
H -1.074 0.455 0.740
C 1.482 -3.441 0.735
C 1.534 -4.589 1.771
O 0.725 -5.675 1.396
H 0.536 -2.896 0.826
H 1.499 -3.890 -0.260
H 2.263 -2.702 0.936
H 1.175 -4.140 2.709
H 2.572 -4.875 1.929
H -0.184 -5.441 1.631
C 1.656 -0.389 3.416
C 2.550 0.328 2.426
O 1.773 1.099 1.498
H 2.198 -0.898 4.214
H 1.013 -1.136 2.936
H 0.960 0.302 3.898
H 3.121 -0.383 1.822
H 3.215 0.984 2.984
H 1.338 0.463 0.885
*
```

[2]
Molecular formula: C3H4N2O2
Method: DFT, ωB97M-V/def2-TZVPD

HOMO-LUMO gap ... 8.8 eV
DFT total energy ... -376.6260 Eh
Max |F| ... 3.45 eV/A
Molar mass ... 100.08 g/mol
Lowest unoccupied orbital energy ... 0.2 eV
SMILES ... Oc1c[nH]c(O)n1
Relative energy (zero: lowest compared OMol25 entry of this formula, charge and spin) ... 3.751 eV

```
! RIJCOSX wB97M-V def2-TZVPD def2/J DEFGRID3
* xyz 0 1
O -2.330 0.724 0.275
C -1.106 0.208 0.498
N -0.071 0.945 0.272
C 0.985 0.142 -0.034
O 2.214 0.666 -0.147
C 0.711 -1.191 -0.108
N -0.647 -1.444 0.050
H -2.221 1.503 -0.312
H 2.172 1.579 0.165
H 1.478 -1.931 0.109
H -1.186 -1.200 -0.768
*
```

[3]
Molecular formula: C4H4N2O2
Method: DFT, ωB97M-V/def2-TZVPD

HOMO-LUMO gap ... 9.6 eV
DFT total energy ... -414.6539 Eh
Max |F| ... 8.25 eV/A
Molar mass ... 112.09 g/mol
Lowest unoccupied orbital energy ... -0.2 eV
SMILES ... N#CC1=NOC[C@H]1O
Relative energy (zero: lowest compared OMol25 entry of this formula, charge and spin) ... 5.233 eV

```
! RIJCOSX wB97M-V def2-TZVPD def2/J DEFGRID3
* xyz 0 1
C 0.658 0.759 0.411
C 1.792 -0.222 0.186
C -0.443 -0.155 0.176
C -1.818 0.020 0.123
H -0.086 2.364 -0.731
H 0.766 1.000 1.434
H 1.959 -0.534 1.262
H 2.521 -0.035 -0.476
N -0.185 -1.397 -0.230
N -3.012 0.150 -0.023
O 0.917 1.935 -0.377
O 1.094 -1.494 -0.259
*
```

[4]
Molecular formula: C52H92BFN5O7
Method: DFT, ωB97M-V/def2-TZVPD

HOMO-LUMO gap (spin up / spin down) ... 8.2 / 8.2 eV
DFT total energy ... -2961.6129 Eh
Max |F| ... 2.17 eV/A
Molar mass ... 929.15 g/mol
Lowest unoccupied orbital energy (spin up / spin down) ... -0.1 / -0.1 eV

```
! RIJCOSX wB97M-V def2-TZVPD def2/J DEFGRID3
* xyz 0 4
C 4.111 -4.235 2.182
C 4.388 -3.344 1.235
C 4.172 -1.882 1.381
C 2.889 -1.261 1.246
C 1.702 -2.136 0.954
O 1.128 -1.803 -0.307
C -0.273 -1.873 -0.332
C -0.844 -3.277 -0.178
C 2.788 0.116 1.372
C 1.460 0.829 1.249
C 1.250 1.600 -0.075
C 1.422 3.122 -0.048
C 0.767 3.876 1.106
C -0.767 3.896 1.105
C -1.456 2.577 1.441
C -2.933 2.738 1.822
C -3.514 1.376 2.218
C -4.937 1.553 2.819
C 3.952 0.891 1.650
N 3.827 2.239 1.774
C 4.924 2.924 2.007
B 4.712 4.494 2.107
O 4.082 5.136 1.074
O 5.162 5.258 3.164
C 6.189 2.275 2.154
C 7.428 3.097 2.396
C 8.009 3.623 1.079
C 7.820 5.138 0.853
O 9.393 3.265 1.049
N 6.351 0.982 2.069
C 5.209 0.291 1.798
C 5.273 -1.114 1.659
F 6.473 -1.699 1.805
H 3.386 -4.025 2.958
H 4.650 -5.169 2.197
H 4.782 -3.699 0.291
H 1.961 -3.189 0.993
H 0.949 -1.959 1.731
H -0.743 -1.221 0.413
H -0.595 -1.490 -1.298
H -1.895 -3.203 0.100
H -0.354 -3.845 0.609
H -0.807 -3.851 -1.100
H 1.317 1.434 2.141
H 0.695 0.067 1.283
H 2.001 1.212 -0.764
H 0.294 1.306 -0.496
H 0.944 3.497 -0.959
H 2.460 3.417 -0.137
H 1.116 3.558 2.088
H 1.075 4.920 1.001
H -1.136 4.318 0.171
H -1.059 4.607 1.885
H -1.458 1.970 0.532
H -0.911 1.992 2.178
H -3.447 3.086 0.928
H -3.002 3.441 2.651
H -2.836 0.966 2.965
H -3.529 0.716 1.355
H -4.856 1.489 3.899
H -5.302 2.538 2.554
H -5.592 0.789 2.417
H 3.309 5.612 1.395
H 4.933 4.894 4.025
H 8.169 2.416 2.807
H 7.270 3.872 3.138
H 7.522 3.073 0.269
H 8.775 5.573 0.575
H 7.142 5.297 0.016
H 7.393 5.624 1.724
H 9.742 3.562 0.205
C 5.986 -8.540 -1.864
C 5.110 -8.513 -0.588
C 4.647 -9.930 -0.245
C 3.564 -10.461 -1.182
C 2.396 -9.479 -1.276
C 2.830 -8.059 -1.641
N 3.948 -7.590 -0.768
O 3.478 -7.254 0.390
C 3.236 -8.005 -3.126
C 1.638 -7.115 -1.521
C 6.022 -7.999 0.521
H 5.704 -9.327 -2.562
H 5.950 -7.584 -2.387
H 7.028 -8.723 -1.608
H 4.260 -9.946 0.779
H 5.510 -10.600 -0.258
H 3.976 -10.660 -2.175
H 3.201 -11.421 -0.809
H 1.672 -9.834 -2.012
H 1.876 -9.463 -0.313
H 3.647 -7.027 -3.379
H 2.359 -8.169 -3.753
H 3.959 -8.763 -3.414
H 1.188 -7.140 -0.530
H 0.870 -7.407 -2.235
H 1.929 -6.085 -1.738
H 6.359 -6.982 0.312
H 6.900 -8.640 0.593
H 5.536 -8.006 1.495
C 3.048 3.449 -6.521
C 2.173 3.588 -5.252
C 1.755 2.203 -4.754
C 0.688 1.540 -5.624
C -0.509 2.470 -5.821
C -0.120 3.854 -6.341
N 0.983 4.449 -5.528
O 0.503 4.898 -4.413
C 0.284 3.758 -7.824
C -1.340 4.769 -6.322
C 3.068 4.245 -4.209
H 2.791 2.582 -7.128
H 2.983 4.340 -7.145
H 4.096 3.326 -6.250
H 1.370 2.287 -3.733
H 2.638 1.562 -4.698
H 1.106 1.247 -6.591
H 0.356 0.616 -5.147
H -1.222 2.014 -6.512
H -1.030 2.575 -4.864
H 0.665 4.714 -8.185
H -0.586 3.499 -8.427
H 1.030 2.995 -8.030
H -1.790 4.838 -5.333
H -2.099 4.376 -6.998
H -1.081 5.776 -6.652
H 3.377 5.244 -4.521
H 3.968 3.648 -4.062
H 2.581 4.326 -3.238
C -11.574 3.252 2.815
C -10.294 2.399 2.650
C -10.667 0.924 2.490
C -11.138 0.271 3.788
C -10.122 0.491 4.908
C -9.748 1.960 5.103
N -9.372 2.604 3.809
O -8.175 2.241 3.480
C -10.918 2.710 5.768
C -8.595 2.065 6.096
C -9.638 2.893 1.364
H -12.382 2.721 3.316
H -11.369 4.169 3.368
H -11.965 3.547 1.843
H -9.801 0.370 2.116
H -11.444 0.833 1.727
H -12.118 0.657 4.082
H -11.274 -0.800 3.626
H -10.512 0.091 5.846
H -9.220 -0.085 4.678
H -10.712 3.780 5.822
H -11.056 2.348 6.787
H -11.872 2.572 5.267
H -7.729 1.482 5.787
H -8.915 1.684 7.066
H -8.281 3.102 6.226
H -9.346 3.941 1.451
H -10.346 2.804 0.541
H -8.757 2.311 1.098
*
```

[5]
Molecular formula: C4H5NOS
Method: DFT, ωB97M-V/def2-TZVPD

HOMO-LUMO gap ... 9.0 eV
DFT total energy ... -683.4547 Eh
Max |F| ... 5.12 eV/A
Molar mass ... 115.16 g/mol
Lowest unoccupied orbital energy ... -0.1 eV
SMILES ... C=C/C=N\SC=O
Relative energy (zero: lowest compared OMol25 entry of this formula, charge and spin) ... 4.170 eV

```
! RIJCOSX wB97M-V def2-TZVPD def2/J DEFGRID3
* xyz 0 1
C -2.031 -0.987 -1.259
C -1.368 0.201 -1.394
C -1.226 1.122 -0.281
C 1.702 -0.684 0.137
H -2.725 -1.550 -0.371
H -2.135 -1.522 -2.126
H -1.065 0.483 -2.348
H -2.010 1.974 -0.201
H 2.495 -1.347 0.381
N -0.266 1.104 0.709
O 2.009 0.006 -0.773
S 0.548 -0.232 1.417
*
```

[6]
Molecular formula: C5H9O2P
Method: DFT, ωB97M-V/def2-TZVPD

HOMO-LUMO gap ... 8.6 eV
DFT total energy ... -687.6619 Eh
Max |F| ... 4.49 eV/A
Molar mass ... 132.10 g/mol
Lowest unoccupied orbital energy ... 0.5 eV
SMILES ... C/P=C(/C)OC(C)=O
Relative energy (zero: lowest compared OMol25 entry of this formula, charge and spin) ... 2.655 eV

```
! RIJCOSX wB97M-V def2-TZVPD def2/J DEFGRID3
* xyz 0 1
C 0.870 -0.603 0.329
C -1.759 -0.489 -0.407
C 0.704 -2.063 0.611
C -2.291 0.578 -1.204
C 2.017 1.904 0.533
O -0.361 -0.023 -0.035
O -2.244 -1.438 0.094
P 2.445 0.065 0.771
H 0.048 -2.188 1.411
H 1.608 -2.472 0.893
H 0.182 -2.592 -0.227
H -2.933 0.035 -1.914
H -1.462 1.149 -1.625
H -2.792 1.286 -0.690
H 1.814 2.106 -0.527
H 3.010 2.544 0.860
H 1.144 2.203 1.127
*
```